A structure of composition C31H34AsNOsSi2Te. Source: the OMol25 dataset; level of theory: ωB97M-V/def2-TZVPD.

```
! wB97M-V def2-TZVPD RIJCOSX def2/J DEFGRID3
* xyz 0 1
Os -0.72499 0.26555 -0.22131
C -1.61321 -0.91422 3.19116
Si -0.39567 0.17004 2.23979
C -0.36176 1.79720 3.20034
C 1.33792 -0.51402 2.55284
C 1.71241 -1.15891 3.73211
C 3.02885 -1.54307 3.94093
C 3.99342 -1.25672 2.98154
C 3.63136 -0.60300 1.81188
C 2.30315 -0.24079 1.57685
Si 1.65089 0.54567 -0.01161
C 2.69849 -0.21542 -1.40153
C 2.09264 2.37888 -0.02819
H -1.49083 -0.70745 4.25871
H -1.44218 -1.98121 3.04055
H -2.64798 -0.69735 2.91992
H 0.05342 1.61339 4.19608
H -1.36408 2.21644 3.31691
H 0.25877 2.54841 2.70894
H 0.96933 -1.38102 4.49180
H 3.30704 -2.06239 4.85026
H 5.02498 -1.54370 3.14807
H 4.39688 -0.38789 1.07266
H 3.75380 -0.19579 -1.11731
H 2.60656 0.35188 -2.33090
H 2.42846 -1.25476 -1.60970
H 3.17410 2.52079 0.05918
H 1.60838 2.90616 0.79504
H 1.75693 2.84383 -0.95845
C -0.44765 -4.23723 -4.30576
C 0.66206 -4.25333 -3.47364
C 0.60127 -3.66175 -2.21667
C -0.56798 -3.04606 -1.79033
C -1.67634 -3.02256 -2.63187
C -1.61935 -3.62132 -3.88219
As -0.68175 -2.13587 -0.06319
C 0.31393 -3.40178 1.01372
C 1.68712 -3.51064 1.15094
C 2.21346 -4.53419 1.92687
C 1.36405 -5.43577 2.55591
C -0.01190 -5.32570 2.41747
C -0.54958 -4.30574 1.64058
C -1.99527 -4.05360 1.43145
C -3.03994 -4.76398 2.00982
C -4.35019 -4.36423 1.78472
C -4.63002 -3.25251 0.99968
C -3.59189 -2.53491 0.41854
C -2.29090 -2.95322 0.62520
H -0.40424 -4.71050 -5.27852
H 1.57479 -4.73997 -3.79380
H 1.46541 -3.70371 -1.56436
H -2.59371 -2.54426 -2.30732
H -2.49269 -3.61525 -4.52252
H 2.34754 -2.78756 0.69010
H 3.28506 -4.61540 2.05425
H 1.77768 -6.22886 3.16558
H -0.66059 -6.03362 2.91785
H -2.84130 -5.61674 2.64665
H -5.16177 -4.91569 2.24174
H -5.65501 -2.93747 0.85332
H -3.79362 -1.64126 -0.16220
Te -2.29137 1.99710 0.37155
C 0.51019 0.75670 -5.49142
C 0.48744 -0.51605 -4.64229
C 0.09935 -0.24844 -3.26381
N -0.19844 -0.04901 -2.17650
H 0.80918 0.51059 -6.50871
H 1.21758 1.47992 -5.08855
H -0.47421 1.22078 -5.52335
H 1.47229 -0.98729 -4.60728
H -0.20735 -1.25735 -5.04087
*
```

The value obtained for the highest occupied orbital energy is -7.034 eV. The largest force on an atom comes out at 0.2 eV/A. The calculation puts the LUMO energy at -0.658 eV. The calculation puts the orbital gap at 6.376 eV.

A structure of composition C31H34BO4. Source: the OMol25 dataset; level of theory: ωB97M-V/def2-TZVPD.

```
! wB97M-V def2-TZVPD RIJCOSX def2/J DEFGRID3
* xyz 1 1
C -7.52673 0.55351 1.31562
C -6.09998 0.70098 1.56994
C -5.41642 0.65243 2.77084
C -4.09937 1.07980 2.53511
C -3.91829 1.25970 1.12794
B -3.54264 2.89364 0.26712
O -2.61504 3.66471 0.87209
C -1.48295 3.22704 0.01830
C -1.06438 4.48548 -0.74005
C -0.37736 2.89362 0.99543
C -2.15100 2.13587 -1.00036
C -1.59866 2.19803 -2.40688
C -2.23191 0.70136 -0.40579
O -3.52904 2.62182 -1.10339
O -5.18757 0.88920 0.54144
H -8.08220 0.83129 2.20991
H -7.87294 1.14522 0.47176
H -7.75645 -0.49671 1.14364
H -5.84283 0.35846 3.73841
H -3.33808 1.22145 3.31800
H -0.13669 4.38274 -1.32696
H -1.88004 4.79921 -1.40733
H -0.90543 5.25558 0.02381
H 0.60973 2.91758 0.54122
H -0.38745 3.69115 1.74295
H -0.47794 1.94400 1.55264
H -0.50251 2.20763 -2.36982
H -1.92448 1.34834 -3.01438
H -1.94582 3.12871 -2.89527
H -1.17201 0.01054 0.22923
H -2.83720 0.62256 0.56784
H -2.63507 -0.05547 -1.09003
C -0.44295 -2.75601 -5.44503
C -0.27241 -2.08900 -4.09215
C 0.59293 -0.97914 -3.93861
C 0.69218 -0.27926 -2.71907
C -0.10856 -0.62288 -1.61763
C -0.16380 0.13342 -0.29844
C 1.03439 -0.35306 0.52564
C 1.26398 -1.71212 0.81961
C 2.35967 -2.14131 1.59367
C 3.24836 -1.17469 2.09198
O 4.20466 -1.46149 3.07648
C 5.41783 -2.03653 2.70023
C 6.57310 -1.49563 3.28823
C 7.80327 -2.05618 2.95878
C 7.86528 -3.17468 2.11713
C 6.69869 -3.71429 1.57967
C 5.45970 -3.12916 1.83116
C 3.05927 0.18515 1.80772
C 2.00985 0.55722 0.96316
C -0.84385 -1.80946 -1.73319
C -0.93950 -2.52731 -2.93834
H -0.30166 -3.83873 -5.39660
H -1.43306 -2.58391 -5.89364
H 0.29607 -2.35518 -6.16747
H 1.20199 -0.68678 -4.82106
H 1.44759 0.51477 -2.65373
H -0.01662 1.19709 -0.48210
H 0.60835 -2.49616 0.42308
H 2.50717 -3.19621 1.85312
H 6.46699 -0.66096 3.97562
H 8.70960 -1.62914 3.39015
H 8.83573 -3.63977 1.90411
H 6.72485 -4.61898 0.96077
H 4.52447 -3.51094 1.40757
H 3.71727 0.91995 2.28069
H 1.99612 1.60044 0.64645
H -1.33822 -2.20268 -0.83421
H -1.52996 -3.44586 -2.95673
*
```

The value obtained for the highest occupied orbital energy is -10.575 eV. The largest force on an atom comes out at 5.8 eV/A. The calculation puts the LUMO energy at -4.218 eV. The calculation puts the orbital gap at 6.357 eV.

A structure of composition C31H34N3OW. Source: the OMol25 dataset; level of theory: ωB97M-V/def2-TZVPD.

```
! wB97M-V def2-TZVPD RIJCOSX def2/J DEFGRID3
* xyz 3 3
W 0.12516 0.06349 1.09622
C -1.06611 4.21747 3.28308
C -1.07943 3.46108 1.93574
C -0.64276 4.37512 0.79306
C -0.20843 2.24443 2.11274
C -0.61370 1.21267 2.99253
C 0.28462 0.21493 3.43756
C 1.65665 0.26501 3.06290
C 2.67442 -0.54701 3.79316
C 2.01698 1.15104 2.02941
C 1.07835 2.10706 1.51824
H -1.58929 5.16305 3.15288
H -0.04635 4.43684 3.60326
H -1.57299 3.66036 4.07103
H -2.10597 3.12791 1.75176
H 0.32332 4.83983 0.99966
H -1.36783 5.18055 0.69541
H -0.59517 3.84828 -0.16268
H -1.59217 1.27252 3.45405
H -0.00896 -0.43607 4.25222
H 2.46154 -1.61699 3.75156
H 2.65400 -0.26101 4.84745
H 3.67891 -0.36618 3.41701
H 3.05800 1.24585 1.74535
H 1.44907 2.89183 0.87211
C -3.79579 -1.38066 -0.23679
C -2.57643 -1.56300 0.58926
O -1.89448 -0.55589 0.94803
N -2.21013 -2.77379 0.97308
C -1.18512 -2.98189 1.98838
C 0.22138 -3.09969 1.44830
C 0.84804 -4.33183 1.40790
C 2.16939 -4.42820 0.99578
C 2.82621 -3.26851 0.60944
C 2.14064 -2.07590 0.64392
N 0.85795 -1.96754 1.06262
H -4.34006 -0.50502 0.11425
H -4.44749 -2.25080 -0.20872
H -3.50906 -1.18410 -1.27333
H -2.75580 -3.56775 0.67044
H -1.43812 -3.87942 2.54664
H -1.22874 -2.13745 2.67674
H 0.30755 -5.21735 1.71487
H 2.68019 -5.38224 0.98779
H 3.85630 -3.28460 0.28156
H 2.62120 -1.16086 0.32439
N 0.20764 0.07681 -0.73851
C 0.14760 0.15960 -2.02923
C 1.23000 -0.41661 -2.83827
C 1.72835 -1.68317 -2.50786
C 2.73240 -2.25122 -3.26747
C 3.27831 -1.54873 -4.33677
C 2.80641 -0.28079 -4.65236
C 1.77887 0.28406 -3.91762
C -1.00811 0.80777 -2.67207
C -1.80955 1.71462 -1.95461
C -2.88004 2.33720 -2.56013
C -3.18069 2.05756 -3.89211
C -2.41627 1.14425 -4.60427
C -1.33950 0.51664 -4.00348
H 1.26897 -2.23623 -1.69752
H 3.08736 -3.24820 -3.04145
H 4.07300 -1.99210 -4.92144
H 3.24194 0.26941 -5.47539
H 1.43020 1.28075 -4.15433
H -1.55740 1.94855 -0.92973
H -3.48384 3.05147 -2.01564
H -4.01201 2.55773 -4.37139
H -2.66475 0.91739 -5.63210
H -0.77837 -0.22232 -4.55655
*
```

The value obtained for the highest occupied orbital energy (alpha / beta) is -16.469 / -16.900 eV. As for the expectation value of S²: 2.0602. The largest force on an atom comes out at 3.3 eV/A. The calculation puts the LUMO energy (alpha / beta) at -10.413 / -11.199 eV. The calculation puts the orbital gap (alpha / beta) at 6.056 / 5.701 eV.

| no. | M (g/mol) |
| --- | --- |
| 1 | 869.544 |
| 2 | 481.421 |
| 3 | 648.473 |